A 2-piece molecular cluster, CH3NO overall in a non-equilibrium geometry. Source: the Open Molecules 2025 dataset; level of theory: ωB97M-V with the def2-TZVPD basis set.

The HOMO-LUMO gap (spin up / spin down) is 7.62 / 5.87 eV. The spin multiplicity is 3. Its LUMO energy (spin up / spin down) is 0.9 / -4.4 eV. Its net charge is 0.

Bonds (Å) are listed after each position.
Geometry (Å):
1 H 2.0106 -0.9324 0.0054  N4 1.018
2 H 0.4237 -1.1047 -0.1079  N4 0.942
3 H 0.9877 0.0901 0.6884  N4 1.007
4 N 1.1166 -0.4669 -0.1405  H1 1.018, H2 0.942, H3 1.007
5 O -2.5060 0.8632 -0.6015  C6 1.127
6 C -2.0326 1.5506 0.1562  O5 1.127